Entry 1:
DFT (ωB97M-V/def2-TZVPD) results for a molecular structure, C13H29FO8S.

Computed properties:
**E_tot**: -43880.786 eV
**LUMO energy**: 0.520 eV
**Strongest force on any atom**: 0.0072 Eh/bohr
**Spin multiplicity**: 1

CARTESIAN COORDINATES (ANGSTROEM)
C1 -3.1416 1.2121 5.5772
H1 3.0552 1.1043 -5.1485
C2 -2.7011 -0.6007 4.0990
C3 2.0507 -2.6626 -6.1692
O1 1.9367 -0.5724 -4.9210
H2 0.4489 -1.9610 -4.9492
C4 4.2921 -2.0120 -6.5995
O2 -0.5776 -0.7680 5.2870
C5 -1.5489 -1.4796 4.5417
H3 -0.2583 1.1132 -1.8927
H4 -1.0475 -1.8733 3.6506
O3 -2.7078 3.6689 3.2396
H5 0.9907 2.6580 1.0989
C6 1.1864 -1.5375 -5.6382
H6 -1.9282 -2.3320 5.1162
H7 0.6435 -1.0639 -6.4630
C7 -0.9371 1.6158 0.8265
H8 -2.3243 0.2280 3.4921
H9 -0.0816 -1.2975 -0.8003
H10 -3.5406 1.9423 4.8716
H11 -0.1115 -0.1310 7.1536
H12 -2.0615 1.3535 5.6640
H13 1.4041 -3.3938 -6.6632
H14 -1.0445 2.1693 -0.1057
H15 -1.8640 -0.2133 0.2499
H16 1.3985 1.2443 -5.7722
H17 4.2668 -1.4649 -5.6543
C8 0.2260 -0.3526 -0.3479
O4 -2.1252 1.9200 1.6164
H18 0.6041 1.4417 2.3631
H19 4.8020 -2.9689 -6.4439
C9 -0.8888 0.1211 0.6062
H20 -0.7334 -0.3502 1.5808
H21 1.1352 -0.5684 0.2173
H22 -0.3493 -1.8863 7.0209
C10 -0.7156 -0.9085 6.6891
H23 2.5570 -3.1660 -5.3381
S1 -1.9036 3.4203 2.1039
C11 0.6000 0.5819 -1.4776
O5 2.9926 -2.2123 -7.1242
O6 -0.4079 3.1815 2.5691
H24 -3.5998 1.3691 6.5529
H25 2.6170 0.3138 -6.6790
O7 -3.4671 -0.1140 5.1821
C12 2.2638 0.5790 -5.6806
H26 4.8512 -1.4325 -7.3322
H27 1.0919 0.0469 -2.2900
C13 0.2046 2.1997 1.6887
O8 -1.9216 4.2814 0.9723
F1 1.4928 1.5471 -1.0155
H28 -3.3693 -1.1993 3.4704
H29 -1.7543 -0.7909 7.0050


Entry 2:
DFT (ωB97M-V/def2-TZVPD) results for a molecular structure, C13H29I2NNbO3.

Computed properties:
**Charge**: -1
**E_tot**: -39330.386 eV
**LUMO energy**: 2.267 eV
**Strongest force on any atom**: 0.0371 Eh/bohr
**Spin multiplicity**: 1

CARTESIAN COORDINATES (ANGSTROEM)
H1 -0.7947 2.6399 -0.0525
C1 -3.9293 2.2307 0.8639
C2 -0.1395 1.9796 -0.6161
I1 -6.1939 1.0609 -0.8276
C3 -2.2415 -2.0228 -0.9668
C4 2.4022 2.1700 -0.7223
I2 -2.9345 2.8411 -2.2613
C5 -1.4657 0.0402 1.5897
C6 -1.5332 -3.3265 -0.5683
H2 6.0981 2.1722 -0.2128
H3 -0.7192 -0.0836 -2.4666
C7 1.1981 1.9028 0.1819
H4 -4.7140 2.9583 0.7029
C8 -3.1295 0.9626 -1.2137
H5 5.6225 -0.3354 0.8067
C9 5.9092 1.2003 -0.6585
H6 1.3331 0.9631 0.7069
H7 7.1393 0.5167 0.9589
H8 -0.5877 -4.8000 2.1229
H9 -0.5924 -0.3319 2.1298
H10 -1.5399 1.0958 1.8538
H11 -2.3347 -0.5102 1.9500
Nb1 -1.0992 -0.0811 -0.6569
O1 4.5320 1.0545 -0.9835
H12 -2.6065 -2.1314 -1.9885
H13 -2.9820 2.7318 0.6968
H14 6.9385 -0.6921 -0.3252
N1 -0.5525 -3.8744 1.7220
H15 -2.3703 -4.5820 0.9618
H16 2.5454 3.2482 -0.7918
H17 -2.0102 -4.1277 -1.1413
H18 -2.4130 -2.9001 1.3669
C10 -4.0918 1.0310 -0.0645
C11 -1.7810 -3.6660 0.9276
H19 0.0809 2.3896 -1.5949
C12 3.6789 1.6595 -0.1133
H20 0.5064 -0.8327 -0.2818
C13 6.4446 0.0883 0.2422
H21 -3.9620 1.9315 1.9086
H22 -0.0315 -3.8327 -1.6989
H23 -3.1434 -1.9368 -0.3501
H24 -0.5850 -3.2575 2.5224
H25 1.1805 2.6712 0.9525
H26 2.2551 1.7827 -1.7252
H27 -4.0693 0.0954 0.4777
O2 3.9488 1.7951 1.0793
H28 -3.5525 0.2909 -1.9550
H29 6.4409 1.1814 -1.6055
O3 -0.1544 -3.3603 -0.8821


Entry 3:
DFT (ωB97M-V/def2-TZVPD) results for a gas-phase ion, C13H29OS (charge +1).

Computed properties:
**Charge**: +1
**E_tot**: -26819.485 eV
**LUMO energy**: -4.187 eV
**Strongest force on any atom**: 0.0642 Eh/bohr
**Spin multiplicity**: 1

CARTESIAN COORDINATES (ANGSTROEM)
H1 -1.7747 1.9747 2.6672
C1 3.0625 -2.4792 -0.8595
H2 2.4741 1.5478 -2.5878
H3 -2.4439 -0.3289 -1.2069
C2 -3.7551 -1.8493 -0.1272
H4 -4.0666 -2.5894 -1.0090
O1 3.7688 -2.2711 0.4139
C3 -3.5371 -0.3143 -0.7451
H5 -4.2641 -0.1369 -1.6750
C4 2.8906 -2.4474 1.5805
H6 -2.7881 3.0040 0.6162
H7 -1.9014 1.8398 -0.6346
C5 -2.3900 1.9127 0.4260
H8 -4.6377 -1.7924 0.6550
H9 3.1859 2.2287 -0.9612
H10 -1.0978 -2.4455 -0.3575
C6 2.2595 0.0348 -0.8620
C7 2.3171 1.5800 -1.4052
H11 2.8215 -1.1253 -2.7935
C8 -3.6896 0.8649 0.4061
H12 4.3134 -0.7095 -1.5680
C9 0.8094 2.2188 -1.1719
H13 3.0890 -3.5009 2.0861
H14 0.7399 3.1451 -1.9183
H15 0.0464 1.3994 -1.5146
H16 -0.2503 3.7000 0.3558
C10 -1.4384 1.4379 1.6723
H17 3.2550 -1.6483 2.3892
C11 0.5529 2.8173 0.3322
H18 1.7592 -2.2150 1.3935
H19 2.5961 0.0565 0.2706
H20 -3.8424 0.3451 1.4693
H21 3.4507 -3.3932 -1.4839
C12 3.1930 -1.0309 -1.6861
H22 0.5614 2.1412 2.5092
H23 -4.6588 1.4841 0.0942
S1 -2.1502 -2.5202 0.5972
H24 1.8895 -2.6445 -0.7393
H25 1.1597 -0.3723 -0.8879
C13 0.1654 1.7050 1.4707
H26 -2.3618 -3.8946 0.8750
H27 1.5686 3.3350 0.6859
H28 -1.5619 0.2751 1.8798
H29 0.6801 0.6613 1.3488


Entry 4:
DFT (ωB97M-V/def2-TZVPD) results for 3 unconnected molecules or ions with the total composition C13H30BrFN5O2.

Computed properties:
**Charge**: +1
**E_tot**: -98262.531 eV
**LUMO energy**: -3.535 eV
**Strongest force on any atom**: 0.0086 Eh/bohr
**Spin multiplicity**: 1

CARTESIAN COORDINATES (ANGSTROEM)
C1 1.0585 -2.4643 -3.8261
H1 3.7179 -4.9877 4.8091
C2 -0.6590 -1.8517 -1.1805
C3 -3.1360 4.0179 -0.1725
H2 2.4942 -3.7713 4.4168
H3 -1.5382 0.0938 -1.4465
H4 -5.2139 5.1581 -1.3715
C4 2.9920 -2.4304 1.5306
H5 -0.6320 -1.6382 -0.1068
H6 0.7142 -3.4326 -0.7433
H7 1.4511 -3.1297 -4.5929
H8 2.5930 -5.2746 3.4672
H9 -4.4019 4.5624 1.4867
H10 3.9152 -1.4095 3.0177
O1 4.1374 -3.9245 3.1368
C5 -0.7559 -0.5134 -1.9057
H11 1.0210 -1.5643 1.6264
C6 3.7350 -3.7442 1.7965
C7 0.6266 -2.6304 -1.4805
H12 -1.8363 -2.9820 -2.3838
H13 -6.2092 4.6497 -0.0004
H14 4.6171 -1.1930 1.5833
H15 -1.0223 -0.6368 -2.9557
H16 -1.9045 -3.4361 -0.8368
N1 -1.8773 -2.6175 -1.4359
H17 1.3781 4.3569 -1.2104
C8 3.1768 -4.5123 3.9928
N2 0.0440 5.8807 -0.5507
C9 -5.3761 5.2807 -0.3014
H18 0.2251 -1.9003 -4.2540
O2 0.6540 -3.2687 -2.7366
H19 0.1911 0.0304 -1.8563
H20 1.5431 -2.2685 3.1463
C10 0.3962 4.6828 -0.8961
H21 -3.5027 3.7486 -1.1727
H22 -1.7891 6.5945 0.0656
H23 3.1374 -4.6027 1.4610
H24 1.5051 -1.9795 -1.3640
H25 4.6587 -3.7361 1.2126
C11 -4.1132 4.9933 0.5255
Br1 -5.9640 7.1096 -0.0577
H26 1.0278 -3.3235 1.8260
H27 -3.0456 3.0721 0.3726
H28 -3.6321 5.9443 0.7586
N3 -0.6903 3.8690 -0.7885
F1 -0.7229 2.5631 -1.0497
N4 -1.2695 5.7792 -0.2329
C12 -1.7656 4.5593 -0.3705
H29 1.8484 -1.7659 -3.5295
N5 3.7098 -1.2568 2.0340
C13 1.5645 -2.4028 2.0646
H30 2.9426 -2.3309 0.4410


Please write out number 4 again, unchanged.
DFT (ωB97M-V/def2-TZVPD) results for 3 unconnected molecules or ions with the total composition C13H30BrFN5O2.

Computed properties:
**Charge**: +1
**E_tot**: -98262.531 eV
**LUMO energy**: -3.535 eV
**Strongest force on any atom**: 0.0086 Eh/bohr
**Spin multiplicity**: 1

CARTESIAN COORDINATES (ANGSTROEM)
C1 1.0585 -2.4643 -3.8261
H1 3.7179 -4.9877 4.8091
C2 -0.6590 -1.8517 -1.1805
C3 -3.1360 4.0179 -0.1725
H2 2.4942 -3.7713 4.4168
H3 -1.5382 0.0938 -1.4465
H4 -5.2139 5.1581 -1.3715
C4 2.9920 -2.4304 1.5306
H5 -0.6320 -1.6382 -0.1068
H6 0.7142 -3.4326 -0.7433
H7 1.4511 -3.1297 -4.5929
H8 2.5930 -5.2746 3.4672
H9 -4.4019 4.5624 1.4867
H10 3.9152 -1.4095 3.0177
O1 4.1374 -3.9245 3.1368
C5 -0.7559 -0.5134 -1.9057
H11 1.0210 -1.5643 1.6264
C6 3.7350 -3.7442 1.7965
C7 0.6266 -2.6304 -1.4805
H12 -1.8363 -2.9820 -2.3838
H13 -6.2092 4.6497 -0.0004
H14 4.6171 -1.1930 1.5833
H15 -1.0223 -0.6368 -2.9557
H16 -1.9045 -3.4361 -0.8368
N1 -1.8773 -2.6175 -1.4359
H17 1.3781 4.3569 -1.2104
C8 3.1768 -4.5123 3.9928
N2 0.0440 5.8807 -0.5507
C9 -5.3761 5.2807 -0.3014
H18 0.2251 -1.9003 -4.2540
O2 0.6540 -3.2687 -2.7366
H19 0.1911 0.0304 -1.8563
H20 1.5431 -2.2685 3.1463
C10 0.3962 4.6828 -0.8961
H21 -3.5027 3.7486 -1.1727
H22 -1.7891 6.5945 0.0656
H23 3.1374 -4.6027 1.4610
H24 1.5051 -1.9795 -1.3640
H25 4.6587 -3.7361 1.2126
C11 -4.1132 4.9933 0.5255
Br1 -5.9640 7.1096 -0.0577
H26 1.0278 -3.3235 1.8260
H27 -3.0456 3.0721 0.3726
H28 -3.6321 5.9443 0.7586
N3 -0.6903 3.8690 -0.7885
F1 -0.7229 2.5631 -1.0497
N4 -1.2695 5.7792 -0.2329
C12 -1.7656 4.5593 -0.3705
H29 1.8484 -1.7659 -3.5295
N5 3.7098 -1.2568 2.0340
C13 1.5645 -2.4028 2.0646
H30 2.9426 -2.3309 0.4410